19
Properties=species:S:1:pos:R:3:lowdin_charge:R:1 method="wB97M-V/def2-TZVPD" gap_ha=0.3167 e_tot_ev=-19728.1245 fmax_ev_per_a=5.4 de_lowest_ev=8.971
C -1.422 -1.467 -0.857 -0.154
C -1.237 -0.185 0.041 -0.245
C 0.175 -0.448 0.847 -0.420
C 1.493 -0.191 -0.009 -0.923
C 0.760 1.892 -0.992 -0.060
H -0.281 -1.982 -1.634 0.178
H -1.558 -2.407 -0.230 0.050
H -2.369 -1.352 -1.572 0.081
H -2.000 -0.196 0.865 0.112
H -1.292 0.733 -0.566 0.040
H 0.185 -1.502 1.302 0.111
H -0.406 0.489 2.609 0.077
H 1.472 0.490 2.202 0.162
H -0.376 1.830 -0.179 0.155
H 1.620 2.784 -0.645 0.148
H 0.706 1.453 -2.467 0.214
N 0.349 0.681 1.893 -0.025
O 1.857 0.933 -0.574 -0.242
S 2.325 -1.556 -0.035 0.743